1.
This record from OMol25 describes a cluster of 3 separate species, C2H8OS2 in total in a non-equilibrium geometry. The level of theory is wB97M-V/def2-TZVPD.

Each line ends with the Mulliken charge.
CARTESIAN COORDINATES (ANGSTROEM)
C: -0.089 0.828 -1.513  -0.72
S: 1.097 1.688 -0.585  0.46
S: -1.455 -0.869 0.670  -0.09
C: -0.464 0.316 1.686  -0.64
H: 0.011 1.120 -2.534  0.37
H: 0.100 -0.260 -1.461  0.33
H: -1.172 0.912 -1.300  0.43
H: -0.920 0.032 2.583  0.36
H: 0.602 0.047 1.555  0.25
H: -0.908 1.271 1.256  0.25
H: 1.516 -3.186 -0.352  0.32
H: 0.269 -2.129 0.043  0.28
O: 1.195 -2.221 -0.274  -0.60

The spin multiplicity is 2. The relative energy (zero: lowest compared OMol25 entry of this formula, charge and spin) is 93.59 kcal/mol. The largest force on an atom is 0.0752 Eh/bohr. The charge is +1. Its HOMO energy (alpha / beta) is -13.63 / -13.91 eV. Its HOMO-LUMO gap (alpha / beta) is 7.22 / 5.07 eV.


2.
This record from OMol25 describes a cluster of 2 separate species, C2H8OS2Si in total in a non-equilibrium geometry. The level of theory is wB97M-V/def2-TZVPD.

Each line ends with the Mulliken charge.
CARTESIAN COORDINATES (ANGSTROEM)
C: -2.140 -1.931 -0.114  -1.06
C: 0.348 -0.108 1.506  -0.79
O: -0.284 -0.187 -1.511  -0.14
Si: -0.583 -0.758 -0.032  0.16
S: 0.604 1.068 -2.277  0.10
S: 3.172 2.774 -0.528  -0.31
H: -1.985 -2.951 0.128  0.38
H: -3.035 -1.744 0.515  0.34
H: -2.475 -2.090 -1.170  0.30
H: -0.415 0.587 1.920  0.28
H: 0.693 -0.897 2.179  0.31
H: 1.274 0.321 1.099  0.23
H: 2.145 1.979 -1.302  0.08
H: 2.680 3.939 -0.415  0.11

The spin multiplicity is 3. The relative energy (zero: lowest compared OMol25 entry of this formula, charge and spin) is 21.07 kcal/mol. The largest force on an atom is 0.0868 Eh/bohr. Its HOMO energy (alpha / beta) is -5.72 / -9.22 eV. Its HOMO-LUMO gap (alpha / beta) is 5.49 / 6.53 eV.


3.
This record from OMol25 describes a cluster of 2 separate species, C2H8S2 in total in a non-equilibrium geometry. The level of theory is wB97M-V/def2-TZVPD.

Each line ends with the Mulliken charge.
CARTESIAN COORDINATES (ANGSTROEM)
C: 1.105 -1.518 -0.039  -0.64
S: 1.710 -2.037 1.592  -0.05
S: 0.172 -3.062 2.469  -0.18
H: 0.360 -0.549 0.214  0.18
H: 0.524 -2.279 -0.750  0.28
H: 1.960 -1.041 -0.592  0.26
H: 0.075 -2.249 3.475  0.15
C: -1.105 2.523 -1.176  -0.97
H: -0.974 3.340 -2.004  0.24
H: -1.697 1.857 -1.800  0.26
H: -1.831 2.995 -0.576  0.28
H: -0.299 2.019 -0.812  0.18

The spin multiplicity is 1. The relative energy (zero: lowest compared OMol25 entry of this formula, charge and spin) is 28.71 kcal/mol. The largest force on an atom is 0.1172 Eh/bohr. Its HOMO energy is -8.64 eV. Its HOMO-LUMO gap is 9.26 eV. As for the SMILES: CSS.C.